# 1
Below is a structure of composition C29H40ClF5NP2PbS in a non-equilibrium geometry, with properties calculated with ωB97M-V/def2-TZVPD.

The expectation value of S² is 0.7567. As for the charge: -2. The total energy comes out at -3416.9508 Eh. The HOMO-LUMO gap (spin up / spin down) comes out at 4.8 / 4.7 eV. As for the multiplicity: 2. For the strongest force on any atom, the calculation gives 3.08 eV Å⁻¹.

Last column: Löwdin spin population.
Positions of all 80 atoms, in Å:
Pb 1.488 -1.054 -0.948  0.036
C -1.337 2.815 -3.473  0.000
C 0.127 3.242 -3.063  0.001
C 0.161 4.563 -2.256  0.000
P 1.081 1.901 -2.098  0.004
C 2.853 2.080 -2.673  0.000
C 3.890 1.583 -1.659  0.008
C 3.223 3.502 -3.233  0.000
C 0.898 2.231 -0.332  0.003
C 1.652 3.333 0.071  0.001
C 1.429 3.924 1.347  0.000
C 2.201 5.119 1.872  0.000
C 0.357 3.364 2.118  0.001
C -0.385 2.256 1.726  0.000
C -0.008 1.561 0.549  0.005
N -0.399 0.286 0.248  0.004
C -1.552 -0.354 0.681  0.000
C -2.814 0.310 0.763  0.000
C -3.882 -0.234 1.465  0.000
C -3.707 -1.508 2.061  0.000
C -4.747 -2.135 3.040  0.000
C -2.526 -2.243 1.828  0.001
C -1.477 -1.712 1.080  0.002
P 0.062 -2.653 1.088  0.012
C -0.460 -4.421 0.548  0.001
C -0.800 -5.469 1.646  0.000
C -1.561 -4.410 -0.530  0.000
C 0.603 -2.901 2.844  0.000
C 0.701 -1.593 3.652  0.000
C 1.898 -3.736 2.886  0.001
H -1.853 3.677 -3.933  0.000
H -1.910 2.538 -2.558  0.000
H -1.318 1.994 -4.191  0.000
H 0.714 3.373 -3.988  0.000
H -0.423 4.460 -1.366  0.000
H -0.301 5.363 -2.851  0.000
H 1.199 4.880 -1.980  0.000
H 2.879 1.350 -3.554  0.000
H 3.475 1.141 -0.744  0.008
H 4.568 2.396 -1.394  0.001
H 4.434 0.740 -2.115  0.000
H 3.250 4.261 -2.432  0.000
H 2.658 3.856 -4.095  0.000
H 4.277 3.419 -3.608  0.000
H 2.399 3.776 -0.608  0.000
H 2.824 5.547 1.085  0.000
H 2.895 4.838 2.670  0.000
H 1.505 5.819 2.288  0.000
H 0.115 3.813 3.071  0.000
H -1.237 1.860 2.307  0.000
H -2.921 1.356 0.389  0.000
H -4.833 0.325 1.530  0.000
H -5.453 -1.386 3.416  0.000
H -4.217 -2.579 3.870  0.000
H -5.285 -2.988 2.580  0.000
H -2.502 -3.262 2.162  0.000
H 0.493 -4.765 0.066  0.000
H -1.830 -5.309 2.050  0.000
H -0.123 -5.477 2.526  0.000
H -0.827 -6.488 1.205  0.000
H -2.569 -4.494 -0.093  0.000
H -1.460 -5.322 -1.151  0.000
H -1.522 -3.562 -1.207  0.000
H -0.188 -3.479 3.281  0.000
H 1.533 -1.018 3.338  -0.001
H 0.768 -1.879 4.725  0.000
H -0.212 -1.012 3.509  0.000
H 2.747 -3.094 2.600  0.004
H 1.867 -4.605 2.182  0.000
H 2.046 -4.152 3.908  0.000
Cl 2.819 -1.736 -2.926  0.005
F -2.282 0.068 -2.603  0.000
C -2.020 -1.251 -2.454  -0.002
F -3.251 -1.838 -2.312  0.000
C -1.440 -1.689 -3.800  0.000
F -2.246 -1.550 -4.896  0.000
F -0.313 -0.997 -3.992  0.000
F -1.040 -2.976 -3.739  0.000
S 4.148 -0.783 1.846  0.315
C 2.994 -0.804 0.739  0.588



# 2
Below is the ion C3H8N3 with charge +1 in a non-equilibrium geometry, with properties calculated with ωB97M-V/def2-TZVPD.

The structure (SMILES) is C[NH2+][C@]12N[C@H]1N2. As for the charge: +1. The total energy comes out at -282.9481 Eh. The HOMO-LUMO gap comes out at 10.0 eV. The value obtained for the energy above the lowest of the compared OMol25 structures with the same formula, charge and spin is 566.3 kJ/mol. As for the multiplicity: 1. For the strongest force on any atom, the calculation gives 3.59 eV Å⁻¹.

Last column: natural (NBO) charge in e.
Positions of all 14 atoms, in Å:
C -2.178 0.016 -0.483  0.065
C -0.833 -0.105 0.054  0.263
C 1.440 -0.012 0.577  -0.451
N -1.787 -1.201 0.284  -0.539
N -1.636 0.988 0.567  -0.545
N 0.486 -0.159 -0.539  -0.524
H -2.551 -0.016 -1.466  0.256
H 1.043 0.807 1.181  0.242
H 1.414 -0.771 1.330  0.260
H 2.532 0.034 0.233  0.262
H -2.139 -1.140 1.345  0.392
H -1.208 1.845 0.207  0.362
H 0.439 -1.190 -0.836  0.483
H 0.583 0.516 -1.370  0.472



# 3
Below is a cluster of 2 separate species, C4H10NOS in total in a non-equilibrium geometry, with properties calculated with ωB97M-V/def2-TZVPD.

As for the charge: +1. The total energy comes out at -686.2749 Eh. The HOMO-LUMO gap comes out at 10.3 eV. The value obtained for the energy above the lowest of the compared OMol25 structures with the same formula, charge and spin is 252.2 kJ/mol. As for the multiplicity: 1. For the strongest force on any atom, the calculation gives 1.57 eV Å⁻¹.

Last column: natural (NBO) charge in e.
Positions of all 17 atoms, in Å:
C -1.740 1.139 -0.271  -0.240
C -2.345 -0.199 -0.454  -0.243
C 2.719 0.418 0.617  -0.746
C 0.719 -0.680 -0.888  0.184
N -1.011 -0.056 0.084  -0.531
O 1.039 -1.724 -0.159  -0.635
S 1.716 0.702 -0.863  0.402
H -1.370 1.666 -1.138  0.223
H -2.086 1.775 0.531  0.234
H -3.130 -0.537 0.209  0.233
H -2.401 -0.607 -1.453  0.215
H 2.140 0.664 1.501  0.237
H 3.575 1.081 0.542  0.264
H 3.039 -0.616 0.640  0.253
H 0.179 -0.806 -1.822  0.220
H -0.893 -0.251 1.074  0.405
H 0.606 -2.549 -0.428  0.523